[1]
Below is a 9-piece molecular cluster, C33H70N2O11 overall at a distorted geometry, with properties calculated with ωB97M-V/def2-TZVPD.

Properties
Relative energy (zero: lowest compared OMol25 entry of this formula, charge and spin) ... 0.0 kJ/mol
Max |F| ... 9.72 eV/A
Multiplicity ... 1
Energy ... -2235.7787 Eh
Gap between HOMO and LUMO ... 8.3 eV

Structure (XYZ):
```
116
Properties=species:S:1:pos:R:3:forces:R:3
O 2.241 -3.627 -3.119 -0.8 -1.9 0.0
O -1.033 -4.158 2.547 -2.0 -0.3 0.7
O 0.980 -0.042 -1.205 1.3 1.1 -0.1
O -0.525 -3.520 -2.711 -4.0 -2.5 0.4
O -3.267 -1.225 3.759 0.9 2.3 -1.4
O 0.638 -0.349 0.896 1.6 0.3 1.5
O -0.762 0.751 -0.240 -0.3 1.8 -0.1
O 2.321 2.394 4.296 -0.8 1.3 -0.6
O -3.716 1.634 -3.365 -1.9 -1.3 -1.0
O 0.407 5.034 -0.473 2.0 2.2 -0.4
O 5.127 2.040 -2.327 -1.2 -1.5 -3.1
N 0.382 0.249 -0.146 -2.9 -3.6 -1.6
N -3.436 -2.051 -0.932 -0.7 1.6 -1.9
C 1.090 5.579 -2.599 0.2 1.1 -2.2
C 0.113 -5.135 0.823 0.8 0.6 -2.4
C -4.622 3.232 -1.859 1.3 -6.8 1.7
C 3.678 -4.128 -1.265 -5.1 1.0 -0.1
C -1.631 -0.147 5.135 3.2 -4.4 -2.9
C -3.082 3.151 -1.868 0.1 1.2 4.8
C 3.988 1.648 -0.360 -4.8 0.1 -1.2
C 1.172 3.864 2.826 -4.1 3.0 -1.0
C 0.451 3.806 -1.122 -0.7 -0.9 0.6
C -4.800 -2.584 -0.937 -3.3 2.0 -2.3
C 3.516 -2.595 -1.555 1.2 1.1 1.8
C 2.273 3.788 3.813 2.4 0.1 1.4
C -1.002 -2.495 -1.931 -2.3 -0.5 -1.3
C 0.956 2.450 2.363 -0.7 -1.2 -4.2
C 1.873 1.624 3.170 1.7 -0.4 0.3
C 4.710 2.986 -0.331 -1.4 -1.3 -3.2
C -1.025 -5.338 1.770 -0.4 -1.9 -1.2
C 2.851 -4.788 -2.440 4.8 3.2 -2.4
C -2.037 -0.344 3.662 0.1 -2.9 -0.4
C 0.656 4.154 -2.623 -6.2 3.0 4.2
C -2.722 2.472 -3.073 5.7 1.2 -2.4
C 1.485 5.726 -1.189 0.3 -2.3 0.8
C 0.259 -3.763 2.706 5.0 3.3 1.5
C -3.551 -0.717 -1.575 1.7 2.0 0.9
C 0.970 -3.981 1.423 -1.2 -0.7 -3.3
C 4.139 1.106 -1.810 -0.8 2.8 -0.4
C -3.097 -2.122 4.813 2.1 1.9 0.5
C -1.895 -1.643 5.663 -0.9 1.2 2.4
C 3.031 -2.495 -2.964 5.8 -4.1 -1.1
C -4.895 2.392 -3.161 5.1 1.9 4.2
C -2.940 -1.893 0.454 -1.8 1.6 0.6
C -2.559 -2.933 -1.791 3.0 -1.5 4.1
C 5.751 2.825 -1.371 1.3 -1.7 -0.3
H -2.761 -3.045 4.518 0.1 -2.6 -1.4
H -0.493 -0.036 5.176 -1.8 1.0 0.3
H 2.756 1.375 2.583 0.3 -0.1 -0.2
H 0.324 -3.385 -2.968 4.5 0.6 -1.2
H 4.174 3.839 -0.660 -1.4 0.5 -0.2
H 1.455 6.697 -0.942 0.2 3.5 1.5
H 2.517 -1.703 -3.259 -2.3 3.7 -0.8
H 6.532 2.099 -1.047 0.6 1.4 0.5
H 2.223 4.464 4.742 0.0 -1.0 -1.5
H -0.768 -1.606 -2.487 -0.7 1.2 0.3
H -2.635 2.518 -1.065 -0.9 0.6 0.2
H 3.240 -4.536 -0.300 0.2 1.1 -1.0
H 1.327 3.678 -3.029 7.1 -5.5 -3.9
H 3.194 1.202 -2.549 2.0 -0.3 2.0
H -0.841 -6.287 2.332 -0.4 0.9 0.3
H 2.090 -5.289 -2.042 -3.0 -2.5 1.2
H -1.339 -0.987 3.056 0.0 0.7 0.8
H 1.992 -4.276 1.415 0.9 0.2 0.6
H -0.199 4.007 -3.250 -0.9 -0.2 0.0
H -2.175 0.536 3.050 -0.8 0.3 0.1
H 4.415 0.083 -1.709 0.8 -0.8 -0.7
H 2.817 1.747 -0.348 2.0 0.3 0.6
H 4.134 0.884 0.395 0.8 0.2 0.2
H 0.993 -4.314 3.432 -2.1 0.4 -0.3
H 0.802 -3.237 0.597 0.7 0.3 1.6
H 2.506 5.296 -0.999 -0.9 0.1 0.2
H -4.732 -3.453 -0.464 0.0 -4.1 1.8
H 2.661 -2.194 -1.108 -1.4 0.4 1.8
H -1.938 -1.588 0.514 1.5 0.2 -0.3
H 0.071 4.109 3.336 3.0 0.0 -1.0
H -0.092 2.091 2.457 0.6 0.5 -0.1
H -3.667 -0.673 -2.608 -1.2 -1.1 -1.9
H -5.580 1.755 -3.043 -5.9 -4.6 0.4
H -1.933 -5.539 1.094 0.6 0.8 1.7
H 0.484 -2.592 2.913 -1.6 -2.5 0.1
H 1.134 3.193 -0.499 0.6 -0.1 -1.4
H -3.522 -1.150 1.049 0.2 -0.1 -1.0
H 0.696 -6.048 0.540 -0.7 0.7 0.2
H -2.544 -4.034 -1.259 0.0 2.7 -1.3
H 0.200 6.283 -2.734 1.4 -0.7 -0.5
H 5.081 3.223 0.537 2.1 1.1 5.0
H -4.023 -2.148 5.269 -1.8 -0.4 1.5
H -5.117 4.068 -1.763 -1.8 5.1 -0.5
H -1.090 -2.462 5.705 -0.7 1.9 -0.5
H 3.257 4.023 3.247 -1.2 -0.4 1.0
H 3.523 -5.395 -3.201 -1.5 1.1 1.5
H 3.953 -2.614 -3.670 -1.3 0.4 0.7
H -0.489 -2.480 -1.024 0.5 0.3 2.0
H 1.965 5.661 -3.388 -1.9 0.6 1.6
H -2.993 -3.011 -2.714 -1.1 -0.1 -2.3
H 6.103 3.753 -1.885 0.0 -0.8 0.7
H -2.568 -0.273 -1.587 0.6 0.4 0.9
H 1.220 2.237 1.187 -0.7 0.8 3.0
H -4.907 2.982 -3.938 -1.1 3.4 -4.2
H -1.803 1.715 -2.999 -1.2 2.4 -0.2
H 1.324 4.684 1.941 -0.3 -2.1 2.2
H -0.476 3.374 -0.848 -1.2 -0.9 -0.5
H -0.291 -4.585 -0.083 0.3 -1.7 0.4
H -2.334 0.545 5.435 -0.8 1.6 1.8
H -5.072 2.756 -0.831 1.1 0.2 -2.5
H -4.227 0.027 -1.118 0.1 -1.0 0.3
H 4.369 -1.873 -1.146 -1.5 -1.9 -1.3
H 4.643 -4.286 -1.153 4.7 -1.4 -0.3
H -2.489 3.500 -3.743 -0.6 -3.1 -0.1
H 1.437 0.688 3.451 -0.2 -0.5 0.7
H -2.185 -1.470 6.748 0.2 -0.6 -1.1
H -3.186 -2.751 0.973 0.2 -2.2 1.0
H -2.669 4.151 -1.704 0.3 -0.2 -0.3
H -5.401 -2.801 -1.995 2.3 1.0 2.5
H -5.482 -1.974 -0.287 0.8 -0.1 -0.8
```
Forces are in eV/Å.

Here are the Löwdin charges for atoms 1 to 2, given in e:
1 O -0.176
2 O -0.113

***

[2]
Below is a 2-piece molecular cluster, C29H34N2O2 overall at a distorted geometry, with properties calculated with ωB97M-V/def2-TZVPD.

Properties
Relative energy (zero: lowest compared OMol25 entry of this formula, charge and spin) ... 309.5 kJ/mol
Max |F| ... 1.94 eV/A
Multiplicity ... 1
Energy ... -1385.3740 Eh
Gap between HOMO and LUMO ... 4.3 eV

Structure (XYZ):
```
67
Properties=species:S:1:pos:R:3:forces:R:3
O 3.470 2.114 -1.891 0.5 0.1 0.2
O 4.917 0.013 1.530 -0.4 -0.5 -0.2
N -0.239 -2.926 4.119 -0.2 0.2 -0.2
N -2.875 1.414 -4.232 -0.2 -0.2 0.1
C -0.727 1.240 -3.512 0.0 0.0 1.2
C -2.560 1.094 -1.838 0.9 0.0 0.0
C 3.700 2.398 -0.703 -1.1 -0.8 0.1
C -0.793 -1.333 0.891 0.0 0.1 0.6
C -1.475 -3.499 4.569 -0.1 -0.5 0.1
C 2.006 -2.208 4.002 0.7 -0.1 0.5
C -0.208 0.750 -1.190 -0.4 0.7 0.2
C 1.206 -1.750 2.827 -0.4 0.3 -1.0
C 4.361 0.322 0.458 -1.0 1.2 0.5
C 3.446 1.476 0.414 1.2 -0.9 -1.2
C 4.234 3.782 -0.361 -0.1 0.2 0.2
C 1.503 -1.002 1.718 0.1 -0.2 0.1
C -4.846 0.859 -2.917 0.0 -0.4 0.0
C -0.100 -2.247 2.965 -0.1 0.1 0.3
C 2.906 2.011 1.684 0.6 0.8 0.6
C 0.213 1.061 -2.526 -0.2 -0.2 -0.2
C -0.648 1.408 -4.993 0.4 0.0 -0.8
C -2.413 -2.764 2.286 -0.3 -0.5 -0.2
C 1.006 -3.029 4.851 0.3 -0.2 0.2
C -2.666 -2.933 3.793 -0.1 0.4 0.1
C -1.113 -2.089 2.006 0.7 0.4 -0.3
C 0.766 0.211 -0.306 -0.4 -0.8 -0.5
C -4.039 1.097 -1.628 -0.5 0.4 0.4
C -2.108 1.682 -5.431 0.1 0.2 -0.2
C -1.598 0.904 -0.854 0.1 -0.3 -0.6
C -4.300 1.576 -4.150 -0.2 0.4 0.0
C 4.546 -0.532 -0.776 0.6 -0.1 -0.1
C -2.087 1.249 -3.151 0.0 -0.2 0.0
C 0.480 -0.678 0.760 -0.2 -0.3 0.1
H -4.284 0.312 -0.903 -0.1 0.2 -0.1
H -2.431 -3.758 1.813 0.0 0.2 0.0
H -2.913 -1.951 4.214 0.0 -0.1 0.0
H 1.811 0.383 -0.567 0.0 0.1 0.2
H 2.111 2.738 1.459 0.2 0.0 0.2
H 1.279 1.093 -2.744 0.0 -0.1 0.1
H 2.855 -2.827 3.688 -0.1 0.2 0.1
H 4.517 3.863 0.697 -0.1 0.0 -0.3
H -1.575 -3.292 5.646 -0.1 0.0 -0.2
H -4.740 1.169 -5.070 0.0 0.1 0.2
H 2.523 -0.661 1.565 -0.2 0.2 0.0
H -4.859 -0.217 -3.123 0.0 0.1 0.0
H 0.024 2.221 -5.282 -0.1 -0.1 0.0
H -2.445 1.035 -6.253 0.1 0.1 0.2
H -5.882 1.170 -2.760 0.1 -0.1 0.0
H -1.436 -4.598 4.469 0.0 0.2 0.0
H -2.248 2.723 -5.763 0.0 -0.1 0.1
H -3.216 -2.174 1.833 -0.1 -0.2 0.1
H -0.288 0.493 -5.482 0.1 0.2 0.2
H -1.524 -1.256 0.085 0.2 0.0 0.2
H -3.528 -3.585 3.954 0.1 0.1 0.0
H 3.460 4.526 -0.594 0.2 0.0 0.0
H 1.313 -4.081 4.945 -0.1 0.2 0.0
H 5.121 3.998 -0.970 -0.3 -0.1 0.0
H 3.696 2.505 2.272 -0.3 0.0 0.3
H -4.354 2.050 -1.178 0.1 -0.1 0.0
H 3.690 -1.219 -0.896 0.2 0.3 0.0
H 2.471 1.230 2.321 0.2 0.2 -0.1
H 4.628 0.082 -1.676 -0.2 -0.1 0.0
H 2.405 -1.372 4.590 0.0 -0.1 -0.3
H 5.457 -1.128 -0.649 -0.2 0.0 0.0
H -4.564 2.649 -4.113 0.1 -0.2 0.0
H -1.922 0.848 0.189 0.2 0.0 -0.3
H 0.886 -2.635 5.872 0.0 0.0 -0.2
```
Forces are in eV/Å.

Here are the Löwdin charges for atoms 1 to 2, given in e:
1 O -0.033
2 O -0.036

***

[3]
Below is C6H8ClNO as an isolated structure at a distorted geometry, with properties calculated with ωB97M-V/def2-TZVPD.

Properties
Relative energy (zero: lowest compared OMol25 entry of this formula, charge and spin) ... 374.1 kJ/mol
Max |F| ... 3.85 eV/A
Multiplicity ... 1
Energy ... -823.4457 Eh
Gap between HOMO and LUMO ... 8.2 eV

Structure (XYZ):
```
17
Properties=species:S:1:pos:R:3:forces:R:3
Cl -2.765 0.116 -0.337 -0.2 -0.4 0.2
O -0.963 1.653 -1.917 -1.1 2.2 -2.1
N 0.368 0.806 2.089 -1.3 0.8 -0.5
C -0.624 0.743 -1.356 1.1 -1.0 1.7
C 0.194 -1.507 -0.612 0.9 0.5 1.9
C -1.858 0.219 1.170 0.2 -0.3 0.6
C 0.147 0.022 -0.505 0.7 -0.8 0.6
C 1.496 0.697 -0.561 0.7 -3.8 -0.2
C -0.508 0.428 1.265 -2.2 -0.4 0.0
H 0.752 -2.045 0.230 -0.7 1.3 -0.7
H -0.818 -1.801 -0.554 -1.0 -1.0 -0.3
H 2.116 0.390 0.301 -0.3 -0.1 -0.5
H 1.506 1.697 -0.612 -0.4 3.7 0.0
H 0.987 0.137 2.457 1.1 -1.0 0.3
H 1.833 0.323 -1.520 1.3 0.0 0.0
H -2.581 -0.080 1.952 1.1 0.7 -0.1
H 0.718 -1.798 -1.490 0.1 -0.4 -1.0
```
Forces are in eV/Å.

Here are the Löwdin charges for atoms 1 to 2, given in e:
1 Cl 0.702
2 O 0.237

***

[4]
Below is C46H76AsBaN8O4S3Si3 as an isolated structure at a distorted geometry, with properties calculated with ωB97M-V/def2-TZVPD.

Properties
Relative energy (zero: lowest compared OMol25 entry of this formula, charge and spin) ... 92.4 kJ/mol
Max |F| ... 2.20 eV/A
Multiplicity ... 1
Energy ... -6861.7460 Eh
Gap between HOMO and LUMO ... 7.0 eV
Net charge ... +1

Structure (XYZ):
```
142
Properties=species:S:1:pos:R:3:forces:R:3
Ba -0.375 -0.026 0.404 2.2 0.1 -0.3
As -0.008 0.537 3.784 -0.1 -0.1 0.3
S -2.448 1.280 -1.032 -0.6 0.5 -0.3
S -1.218 -0.082 -8.592 0.0 0.0 0.0
S 0.270 -3.149 -0.381 -0.1 0.0 0.2
Si 1.881 1.562 4.825 0.2 0.1 0.0
Si -0.406 -1.235 5.325 -0.1 -0.1 0.0
Si -2.013 1.823 3.972 -0.1 0.1 -0.1
O -2.367 -0.826 -8.135 0.0 0.0 0.0
O 2.554 1.022 -6.199 0.0 0.0 0.0
O -0.193 -0.762 -9.342 0.0 0.0 0.0
O 3.357 1.503 -4.251 0.0 0.0 0.0
N 2.150 -2.891 -2.283 0.2 0.0 0.1
N 1.504 2.631 -0.129 -0.3 -0.3 0.1
N 0.095 -0.517 -2.807 0.2 0.0 0.3
N -2.687 -1.000 0.356 -1.0 -0.3 -0.1
N 0.427 -0.346 -4.994 0.1 -0.1 0.0
N 2.544 0.958 -4.981 0.1 0.0 0.0
N 0.420 -4.070 -2.912 0.0 0.1 0.0
N 3.168 0.335 -0.221 -0.1 0.1 0.0
C 0.653 3.761 -0.358 0.0 0.1 0.0
C 2.806 -1.332 2.106 0.0 0.1 0.0
C 1.512 0.220 -4.346 -0.1 0.0 0.0
C 3.112 2.123 3.500 -0.1 0.0 -0.1
C -0.556 -0.571 7.071 0.0 0.0 0.0
C -1.769 1.338 -9.511 0.0 -0.1 0.0
C -2.032 3.025 2.528 0.0 0.0 0.0
C 0.975 -2.489 5.152 0.0 0.1 0.0
C -3.434 0.624 3.727 0.1 -0.1 0.0
C -0.911 -4.630 -2.954 0.0 -0.1 0.0
C -0.401 -0.769 -4.008 -0.2 0.0 0.1
C -4.638 -0.374 -0.865 0.0 0.0 0.0
C 5.030 1.863 0.323 0.0 -0.1 0.0
C -3.337 -2.095 0.783 0.0 0.0 0.0
C 2.739 2.689 -0.417 0.0 0.2 -0.1
C 4.027 -0.792 -0.049 0.1 -0.1 -0.1
C 3.421 3.869 -1.051 0.0 0.0 0.0
C -1.985 -2.156 4.906 0.0 0.1 -0.1
C -2.327 2.758 5.562 0.1 -0.1 0.0
C 3.630 1.512 -0.101 0.1 0.0 0.0
C -1.092 5.902 -0.679 0.0 0.0 0.0
C 1.287 0.096 -3.006 0.0 0.0 -0.1
C 4.574 -2.807 1.145 0.0 0.0 0.0
C 0.348 4.580 0.734 0.1 0.0 0.0
C 2.886 0.362 5.858 -0.1 -0.1 0.0
C -1.738 -1.374 -4.241 0.0 0.0 0.0
C 5.521 -3.134 0.189 0.0 0.0 0.0
C 0.954 -3.372 -1.902 0.0 0.0 0.0
C -4.634 -2.384 0.445 0.0 0.0 0.0
C 0.223 -0.589 -6.419 0.0 0.1 -0.1
C -2.248 0.891 -10.887 0.0 0.0 0.0
C -3.307 -0.131 -0.472 -0.1 -0.1 0.0
C 5.007 -1.094 -1.014 -0.1 0.0 0.0
C -0.523 5.646 0.556 0.0 0.0 0.0
C -0.778 5.086 -1.751 0.0 0.0 0.0
C 0.098 4.014 -1.615 -0.1 -0.1 0.0
C 1.408 3.030 5.893 -0.1 0.0 0.0
C 1.284 -4.076 -4.087 0.0 0.0 0.0
C 3.819 -1.645 1.042 0.0 0.0 0.0
C 0.384 3.141 -2.805 0.0 0.0 0.0
C 0.986 4.339 2.073 0.0 0.0 -0.1
C 2.582 -3.440 -3.562 0.0 0.0 0.0
C -0.441 0.591 -7.126 -0.1 -0.1 -0.1
C 5.735 -2.273 -0.874 0.0 0.0 0.0
C 5.312 -0.200 -2.188 -0.1 0.0 0.0
C -5.295 -1.488 -0.403 0.0 0.0 0.0
H 0.904 -3.219 5.962 0.0 0.0 0.0
H 2.701 4.644 -1.301 0.0 0.0 0.0
H -0.757 6.278 1.405 0.0 0.0 0.0
H 1.970 -2.052 5.182 0.0 0.0 0.0
H 2.516 -0.282 2.103 0.0 0.0 0.0
H 4.526 0.523 -2.388 0.0 0.0 0.0
H -5.120 0.337 -1.521 0.0 0.0 0.0
H 6.241 0.349 -2.021 0.0 0.0 0.0
H 5.583 2.304 -0.507 0.0 0.0 0.0
H -3.209 -0.171 3.014 0.0 0.0 0.0
H -2.442 -0.617 -4.592 0.0 0.0 0.0
H 3.258 3.203 3.549 0.0 0.0 0.0
H -6.322 -1.670 -0.693 0.0 0.0 0.0
H -1.977 4.059 2.877 0.0 0.0 0.0
H -2.617 1.752 -11.440 0.0 0.0 0.0
H -0.415 -1.468 -6.503 0.0 0.0 0.0
H 4.076 1.644 3.685 0.0 0.0 0.0
H 3.938 3.554 -1.961 0.0 0.0 0.0
H 3.207 -1.568 3.093 0.0 0.0 0.0
H 4.411 -3.461 1.993 0.0 0.0 0.0
H 1.417 2.796 -2.828 0.0 0.0 0.0
H -3.737 0.161 4.666 0.0 0.0 0.0
H 3.352 -0.402 5.235 0.0 0.0 0.0
H -1.238 1.025 -6.521 0.0 0.0 0.0
H -2.171 -2.204 3.831 0.0 0.0 0.0
H -1.216 2.885 1.820 0.0 0.0 0.0
H 0.969 3.279 2.333 0.0 0.0 0.0
H 0.193 3.690 -3.727 0.0 0.0 0.0
H -1.771 6.734 -0.807 0.0 0.0 0.0
H -1.434 0.436 -11.446 0.0 0.0 0.0
H 6.490 -2.506 -1.616 0.0 0.0 0.0
H 1.366 2.752 6.947 0.0 0.0 0.0
H -2.567 1.790 -8.921 0.0 0.0 0.0
H -5.119 -3.274 0.818 0.0 0.0 0.0
H 5.455 -0.793 -3.093 0.0 0.0 0.0
H 0.869 -3.029 4.208 0.0 0.0 0.0
H -1.215 0.298 7.089 0.0 0.0 0.0
H -4.290 1.180 3.336 0.0 0.0 0.0
H 2.804 -2.566 -1.588 0.0 0.0 0.0
H -3.056 0.166 -10.798 0.0 0.0 0.0
H 0.441 3.447 5.621 0.0 0.1 0.0
H -2.387 2.096 6.427 0.0 0.0 0.0
H 1.174 -0.814 -6.888 0.0 0.0 0.0
H 1.436 -5.093 -4.449 0.0 0.0 0.0
H -2.769 -2.763 1.424 0.0 0.0 0.0
H -2.104 -1.767 -3.295 0.0 0.0 0.0
H -1.893 -3.181 5.273 0.0 0.0 0.0
H -2.958 2.912 1.961 0.0 0.0 0.0
H -2.861 -1.712 5.377 0.0 0.0 0.0
H -3.293 3.262 5.462 0.0 0.0 0.0
H 2.032 4.655 2.070 0.0 0.0 0.0
H 0.287 1.349 -7.411 0.0 0.0 0.0
H -1.718 -2.169 -4.988 0.0 0.0 0.0
H -0.917 2.015 -9.572 0.0 0.0 0.0
H -1.213 5.277 -2.724 0.0 0.0 0.0
H 2.959 -2.657 -4.220 0.0 0.0 0.0
H 2.154 3.820 5.781 0.0 0.0 0.0
H 0.400 -0.265 7.496 0.0 0.0 0.0
H 3.691 0.951 6.308 0.0 0.0 0.0
H 5.564 0.983 0.670 0.0 0.0 0.0
H -0.985 -1.331 7.728 0.0 0.0 0.0
H 1.917 0.423 -2.195 0.0 0.0 0.0
H -0.872 -5.720 -2.970 0.0 0.0 0.0
H -1.455 -4.306 -2.070 0.0 0.0 0.0
H 4.997 2.601 1.127 0.0 0.0 0.0
H 6.093 -4.048 0.277 0.0 0.0 0.0
H 0.469 4.898 2.853 0.0 0.0 0.0
H 2.348 -0.134 6.663 0.0 0.0 0.0
H 2.799 1.878 2.484 0.0 0.0 0.0
H 0.827 -3.495 -4.895 0.0 0.0 0.0
H 3.368 -4.184 -3.423 0.0 0.0 0.0
H 1.914 -1.945 1.972 -0.1 0.0 0.0
H -1.579 3.521 5.770 0.0 0.0 0.0
H -1.429 -4.286 -3.850 0.0 0.0 0.0
H 4.169 4.289 -0.377 0.0 0.0 0.0
H -0.273 2.267 -2.792 0.0 0.0 0.0
```
Forces are in eV/Å.

Here are the Löwdin charges for atoms 1 to 2, given in e:
1 Ba 1.264
2 As 0.724

***

| no. | HOMO (eV) |
| --- | --- |
| 1 | -8.24 |
| 2 | -5.50 |
| 3 | -8.05 |
| 4 | -9.57 |